one.
DFT (ωB97M-V with the def2-TZVPD basis set) results for a cluster of 9 separate species, C24H72N6O9 in total.

Geometry (Å):
C -3.5401 4.3400 3.6850
O -3.9561 2.9928 3.8364
C -3.7991 2.2703 2.6346
C -3.5219 0.7999 2.8219
C -2.4328 0.4980 3.8784
N -3.1677 0.1940 1.5408
H -3.9506 4.7424 2.7524
H -2.4671 4.5415 3.6812
H -4.0488 4.8302 4.5125
H -4.6792 2.4797 2.0101
H -2.9196 2.6483 2.0862
H -4.4183 0.3049 3.2236
H -2.7932 0.6920 4.8820
H -1.6007 1.1639 3.6088
H -1.9591 -0.4730 3.7342
H -3.3702 -0.7959 1.5166
H -3.7103 0.6331 0.8035
C 3.7111 -2.3599 -2.9804
O 3.6407 -3.7035 -2.4951
C 4.2461 -3.8624 -1.2343
C 5.7766 -3.7774 -1.3014
C 6.3967 -4.6338 -2.4011
N 6.2809 -4.1409 0.0108
H 3.3820 -1.6447 -2.2268
H 2.9342 -2.3648 -3.7496
H 4.6527 -2.1234 -3.4779
H 3.8694 -3.2301 -0.4262
H 4.0337 -4.8846 -0.8940
H 6.0129 -2.7302 -1.5271
H 6.2875 -4.1660 -3.3842
H 5.8768 -5.5925 -2.4890
H 7.4574 -4.8072 -2.2270
H 7.2642 -3.9670 0.1091
H 5.9026 -5.0204 0.3206
C -1.9713 6.6904 0.6459
O -1.1247 7.1676 1.6504
C -0.1518 6.3471 2.2458
C 0.1073 6.8454 3.6932
C 0.3785 8.3665 3.7282
N 1.2937 6.2013 4.2442
H -1.8807 7.2624 -0.2805
H -3.0388 6.5887 0.8620
H -1.6367 5.6798 0.3708
H -0.4672 5.2966 2.2942
H 0.7751 6.4605 1.6693
H -0.7550 6.6578 4.3327
H 1.3892 8.7199 3.5498
H -0.0367 8.6787 4.6892
H -0.2834 8.8869 3.0304
H 2.1039 6.5399 3.7291
H 1.3241 5.2037 4.0300
C 2.2627 3.0280 1.6072
O 1.4490 2.5134 0.5889
C 0.9551 1.2139 0.8895
C 0.4607 0.5750 -0.4006
C -0.2689 -0.7396 -0.1086
N 1.5013 0.3112 -1.3837
H 2.9584 2.2921 2.0214
H 1.6808 3.4747 2.4231
H 2.8882 3.8340 1.2170
H 1.7938 0.5841 1.2246
H 0.2323 1.2260 1.7100
H -0.2728 1.2768 -0.8109
H -0.8650 -0.6871 0.8082
H 0.5241 -1.4860 0.0041
H -0.9825 -1.1651 -0.8134
H 1.6099 1.0854 -2.0218
H 2.3951 0.0374 -0.9981
C -4.4372 -4.2357 -5.3462
O -3.2680 -3.9091 -4.6096
C -2.5690 -2.8124 -5.1492
C -3.0548 -1.3794 -4.8119
C -2.7576 -1.0957 -3.3366
N -4.4630 -1.0320 -5.0957
H -4.7203 -5.2567 -5.0919
H -4.2542 -4.2341 -6.4269
H -5.2524 -3.5451 -5.1354
H -1.5470 -2.8399 -4.7559
H -2.3526 -2.9037 -6.2227
H -2.5413 -0.6138 -5.3961
H -1.6898 -1.2358 -3.1559
H -3.2256 -1.7801 -2.6245
H -3.0398 -0.0765 -3.0737
H -4.7950 -1.4910 -5.9473
H -5.0660 -1.5611 -4.4574
C 0.7466 -4.9764 -0.8226
O -0.4983 -4.7781 -0.1752
C -0.3528 -4.5343 1.2170
C -1.6945 -4.7095 1.9304
C -1.5371 -4.2016 3.3695
N -2.2859 -6.0389 1.9432
H 0.4293 -5.1071 -1.8591
H 1.3135 -5.8161 -0.4162
H 1.3329 -4.0505 -0.8469
H 0.3216 -5.3142 1.6007
H 0.0235 -3.5307 1.4226
H -2.3219 -3.9691 1.4174
H -2.4656 -4.3618 3.9171
H -1.3374 -3.1334 3.4686
H -0.7482 -4.7914 3.8450
H -1.4958 -6.6842 1.8950
H -2.7834 -6.2147 1.0756
O 0.7470 4.2305 -1.4440
H 0.7086 3.6450 -0.6569
H 1.2563 3.7379 -2.1009
O 2.7911 2.9802 -3.2164
H 3.4225 2.3811 -3.6306
H 2.8923 3.8133 -3.6939
O 4.6578 -0.6507 0.1473
H 5.6093 -0.5970 0.0053
H 4.5636 -1.1472 0.9687

Output
structure (SMILES) = COC[C@H](C)N.COC[C@H](C)N.COC[C@H](C)N.COC[C@H](C)N.COC[C@H](C)N.COC[C@H](C)N.O.O.O
E_HOMO = -8.981 eV
net charge = 0

two.
DFT (ωB97M-V with the def2-TZVPD basis set) results for a cluster of 9 separate species, C24H72N6O9 in total.

Geometry (Å):
C -4.5249 -21.3886 -10.8849
O -5.3570 -20.2928 -10.5455
C -4.6498 -19.0770 -10.8052
C -5.5779 -17.8884 -10.4087
C -4.8420 -16.5260 -10.5105
N -6.0994 -17.9072 -9.0822
H -3.5029 -21.1158 -10.6218
H -4.5373 -21.6755 -11.9364
H -4.8197 -22.2638 -10.3059
H -3.7665 -18.8965 -10.1925
H -4.3316 -18.9602 -11.8411
H -6.4247 -17.9142 -11.0945
H -5.3536 -15.6854 -10.0415
H -4.7318 -16.2596 -11.5617
H -3.8347 -16.5297 -10.0942
H -6.3492 -18.8720 -8.9179
H -5.3424 -17.7478 -8.4329
C -8.2022 -8.2450 -7.2018
O -9.2363 -9.0063 -7.6458
C -9.4223 -10.3238 -7.1720
C -10.4182 -11.1332 -7.9703
C -11.7610 -10.5311 -7.8294
N -10.4069 -12.5090 -7.4957
H -8.3396 -7.1776 -7.3742
H -7.3102 -8.7028 -7.6294
H -8.1110 -8.3213 -6.1183
H -8.5599 -10.9893 -7.2076
H -9.7716 -10.2012 -6.1468
H -10.0628 -11.1449 -9.0006
H -12.4229 -11.2302 -8.3406
H -11.8446 -9.5813 -8.3576
H -12.0675 -10.4447 -6.7870
H -9.4712 -12.8607 -7.6406
H -10.4961 -12.4247 -6.4932
C -20.1882 -7.2693 -17.5188
O -20.6862 -7.9377 -16.4126
C -19.7744 -8.9270 -15.8819
C -20.3829 -9.6490 -14.7143
C -19.4570 -10.5163 -13.8249
N -21.5438 -10.4616 -15.1733
H -20.0161 -7.9523 -18.3506
H -19.3097 -6.7126 -17.1927
H -20.9791 -6.6001 -17.8575
H -19.5012 -9.5855 -16.7064
H -18.9324 -8.3129 -15.5629
H -20.7276 -8.8257 -14.0886
H -18.7023 -9.8558 -13.3978
H -18.9992 -11.4117 -14.2452
H -20.0116 -10.9644 -13.0005
H -21.4258 -11.0515 -15.9845
H -22.0775 -9.7108 -15.5875
C -1.8898 -8.8055 -0.6015
O -1.4200 -9.2112 0.6778
C -0.1003 -8.8389 0.9584
C 0.3985 -9.2440 2.3276
C 1.6254 -8.5368 2.7579
N 0.5449 -10.7153 2.4016
H -1.2029 -9.1193 -1.3875
H -2.0483 -7.7307 -0.6903
H -2.8273 -9.3275 -0.7932
H 0.5321 -9.2893 0.1934
H -0.0781 -7.7509 0.8965
H -0.3730 -8.9125 3.0226
H 2.0921 -8.9163 3.6669
H 1.3583 -7.4985 2.9545
H 2.4012 -8.5696 1.9930
H 0.2233 -11.2734 1.6236
H -0.1231 -11.1253 3.0386
C -11.0804 -16.4144 -2.8781
O -12.4553 -16.5719 -3.2278
C -12.7795 -17.7334 -3.9509
C -14.1536 -17.6962 -4.6601
C -14.3331 -18.9653 -5.4719
N -14.1128 -16.6625 -5.7086
H -10.8315 -17.1657 -2.1286
H -10.7884 -15.5375 -2.3003
H -10.3941 -16.2807 -3.7142
H -12.0001 -17.9481 -4.6820
H -12.8206 -18.6024 -3.2942
H -14.9806 -17.5043 -3.9764
H -14.0783 -19.7814 -4.7959
H -13.6271 -18.9729 -6.3024
H -15.3407 -19.2725 -5.7520
H -13.1657 -16.5002 -6.0196
H -14.2772 -15.8627 -5.1141
C -6.2509 -2.9613 -13.6286
O -7.1890 -4.0212 -13.9007
C -6.7712 -5.2435 -13.2132
C -7.5201 -6.4989 -13.7079
C -9.0307 -6.4594 -13.3710
N -7.0936 -7.6714 -12.9045
H -6.3563 -1.9922 -14.1164
H -5.2621 -3.3462 -13.8777
H -6.1226 -2.7666 -12.5638
H -5.7073 -5.4145 -13.3770
H -6.8348 -5.1881 -12.1264
H -7.2794 -6.5921 -14.7669
H -9.5038 -5.5304 -13.6894
H -9.2380 -6.4279 -12.3014
H -9.6165 -7.2619 -13.8192
H -6.0854 -7.7238 -12.8731
H -7.4279 -7.5221 -11.9632
O -8.8879 -12.4026 -14.9585
H -8.1042 -12.7019 -15.4194
H -8.5688 -11.7356 -14.3506
O -2.9982 -12.5925 -5.9022
H -2.8122 -13.5237 -5.7812
H -2.4797 -12.3417 -6.6668
O -11.6209 -15.1688 -12.3881
H -11.3735 -15.0800 -11.4677
H -10.8847 -14.7940 -12.8717

Output
structure (SMILES) = COC[C@H](C)N.COC[C@H](C)N.COC[C@H](C)N.COC[C@H](C)N.COC[C@H](C)N.COC[C@H](C)N.O.O.O
E_HOMO = -9.203 eV
net charge = 0

three.
DFT (ωB97M-V with the def2-TZVPD basis set) results for a cluster of 9 separate species, C24H72N6O9 in total.

Geometry (Å):
C -18.9586 -32.6994 22.7071
O -18.5389 -32.6496 21.3626
C -19.3898 -33.2298 20.4502
C -18.6456 -33.4473 19.1188
C -18.2258 -32.2955 18.2881
N -19.4538 -34.2792 18.2436
H -18.5792 -31.8284 23.2414
H -18.7429 -33.5942 23.2910
H -20.0236 -32.4688 22.6795
H -19.8605 -34.1796 20.7043
H -20.2214 -32.5636 20.2201
H -17.7918 -34.0658 19.3955
H -19.1808 -31.7956 18.1261
H -17.6440 -32.5051 17.3905
H -17.4912 -31.7509 18.8812
H -18.8945 -35.1070 18.0954
H -19.4144 -33.8449 17.3326
C -17.4475 -26.1728 21.4616
O -17.9074 -24.8834 21.0103
C -18.3651 -24.1475 22.1868
C -18.7528 -22.6827 21.8001
C -17.5661 -21.8195 21.4800
N -19.4460 -22.1557 22.9558
H -17.1797 -26.7975 20.6095
H -18.2361 -26.6881 22.0099
H -16.6224 -26.0788 22.1677
H -19.2910 -24.6650 22.4379
H -17.6161 -24.1446 22.9787
H -19.4342 -22.6360 20.9506
H -17.0239 -22.2502 20.6382
H -16.8543 -21.8562 22.3047
H -17.8738 -20.8050 21.2268
H -20.2524 -22.7240 23.1725
H -19.9009 -21.3014 22.6674
C -8.2510 -25.4270 10.4042
O -9.1431 -24.6147 11.2776
C -9.2431 -25.0639 12.5687
C -10.2886 -24.2987 13.4642
C -9.9436 -22.8034 13.4624
N -10.3524 -24.8792 14.8290
H -7.3068 -25.5884 10.9244
H -8.1136 -24.8153 9.5126
H -8.7122 -26.3839 10.1600
H -9.6286 -26.0770 12.4536
H -8.2774 -25.0566 13.0741
H -11.2348 -24.5479 12.9839
H -8.8744 -22.7039 13.6493
H -10.5702 -22.3380 14.2232
H -10.2490 -22.3664 12.5116
H -10.4014 -25.8834 14.7336
H -11.2291 -24.6818 15.2900
C -12.1570 -33.1396 20.1749
O -11.3355 -33.5820 19.1444
C -10.8004 -32.4766 18.3943
C -11.7758 -31.6792 17.4849
C -12.0882 -32.4357 16.2072
N -11.1374 -30.4009 17.1950
H -11.5368 -32.5605 20.8592
H -12.7073 -33.9375 20.6736
H -12.9961 -32.5420 19.8188
H -10.3667 -31.8102 19.1399
H -10.0486 -32.8540 17.7012
H -12.7101 -31.4170 17.9814
H -12.5363 -33.3969 16.4589
H -11.2558 -32.6614 15.5407
H -12.8018 -31.9546 15.5383
H -10.3907 -30.6269 16.5535
H -10.6412 -30.1078 18.0244
C -10.8924 -24.6929 21.5068
O -9.6185 -24.2580 21.6598
C -9.4285 -23.6615 22.9193
C -8.0182 -23.0359 23.0681
C -6.8765 -24.0319 22.9697
N -7.9226 -22.3835 24.3233
H -10.9070 -25.2155 20.5503
H -11.6686 -23.9408 21.6479
H -11.1454 -25.5532 22.1265
H -10.1910 -22.9087 23.1189
H -9.5523 -24.3134 23.7842
H -7.9039 -22.2688 22.3023
H -6.9199 -24.7973 23.7446
H -5.9455 -23.4654 22.9482
H -6.8706 -24.5903 22.0336
H -8.6141 -21.6503 24.2563
H -7.0722 -21.8652 24.1554
C -13.4982 -29.6766 10.3359
O -13.5005 -30.8707 9.6061
C -12.2327 -31.5474 9.5511
C -12.2632 -32.6603 8.4819
C -13.2084 -33.8138 8.7995
N -10.9292 -33.3384 8.5079
H -14.4920 -29.2350 10.2619
H -12.8266 -28.9266 9.9181
H -13.3652 -29.7683 11.4138
H -11.5143 -30.7503 9.3597
H -11.9805 -31.9475 10.5332
H -12.5283 -32.2159 7.5226
H -13.0620 -34.5530 8.0120
H -14.2276 -33.4518 8.6642
H -13.0520 -34.3003 9.7622
H -11.0188 -34.2047 7.9963
H -10.8188 -33.6267 9.4696
O -14.9288 -24.5326 17.7243
H -15.3075 -23.7281 17.3700
H -15.4460 -24.7162 18.5085
O -18.1003 -29.1171 14.0850
H -18.5864 -28.2950 14.1493
H -17.3353 -28.9880 14.6457
O -14.8332 -28.1334 16.1956
H -13.9382 -28.4126 16.3885
H -14.8978 -27.2564 16.5738

Output
structure (SMILES) = COC[C@H](C)N.COC[C@H](C)N.COC[C@H](C)N.COC[C@H](C)N.COC[C@H](C)N.COC[C@H](C)N.O.O.O
E_HOMO = -9.253 eV
net charge = 0

Of all the structures shown, which is most stable? one, and two is the least stable.